[1]
The following is a DFT calculation (ωB97M-V with the def2-TZVPD basis set) of a 9-piece molecular cluster, C32H74BNO12 overall.

CARTESIAN COORDINATES (ANGSTROEM)
H  -1.4272  5.6430  3.4620
C  2.7288  0.2450  6.0448
O  -4.6632  -0.1924  -5.7773
H  5.2916  3.5897  -1.6370
H  -3.2953  -4.8011  0.0538
H  0.8087  6.8969  3.8096
C  -3.6068  0.2787  -7.8846
H  1.7129  0.1685  6.4485
H  3.7433  0.4948  -6.2586
H  2.1626  6.5590  2.7060
C  -4.0387  -3.8604  4.4516
C  -5.4386  -4.9710  -0.0386
H  3.0513  7.4731  8.4901
H  -4.6333  -5.0210  -2.6998
O  -4.0903  -3.1572  -0.8578
H  -4.1811  -1.7586  4.8909
H  -0.7870  0.0302  -5.7165
H  2.9262  1.1660  -3.3186
C  3.3846  2.1096  -3.0037
H  -5.7178  0.2477  -7.4683
H  -3.3556  -4.5667  3.9666
H  2.4727  -6.6153  -0.9529
H  -1.6309  -2.9698  4.5408
C  1.0724  6.6342  2.7804
H  0.7725  4.5153  3.0068
C  1.9087  -7.0912  -2.9743
H  4.2570  7.0917  7.2391
H  2.8384  -2.1417  4.6352
O  -0.3463  -1.6970  -1.6487
H  4.4298  -1.7836  -4.8351
H  2.4355  4.9673  8.6748
O  -1.8338  -0.4447  -3.1614
H  2.2173  -1.5016  3.0959
H  2.2095  -3.3420  -3.6952
H  -6.2685  -4.7042  -0.7025
H  0.5206  0.4608  1.5325
H  -4.3257  -2.0206  2.3953
H  -3.9819  2.3758  -6.0974
C  3.2920  -1.4762  -5.0035
H  2.8664  -6.7812  -3.4058
H  -5.4754  -6.0483  0.1511
H  -3.5491  -0.7905  -8.1150
H  2.9864  8.2574  6.8946
H  0.7667  7.4540  2.1208
H  4.9735  2.4201  -4.9981
C  2.7341  0.0239  4.5405
H  -2.9667  -0.9726  2.8643
H  6.6455  3.2518  -2.7406
H  3.7511  0.1501  4.1535
H  -2.9016  -4.9670  -2.3991
H  -5.6073  -4.4426  0.9058
C  -4.8796  2.0443  -6.6313
C  2.2194  -1.3611  4.1821
H  -4.8059  -2.9397  -1.4781
C  3.1998  7.3186  7.4168
C  0.6720  1.1781  0.6200
H  0.1377  1.1725  -1.6571
O  2.5175  6.0480  5.4936
H  -3.6843  0.8357  -8.8235
B  -0.8049  -0.7248  -0.6363
C  4.9002  2.0200  -3.0837
H  0.9622  -4.7539  -2.4848
H  -1.5567  4.4732  2.1280
C  0.5786  -1.6933  -4.6887
H  3.6380  4.5726  7.4248
H  -1.4811  6.1935  1.7714
C  -3.8593  -5.2770  -1.9676
H  1.1347  -6.8353  -3.7066
H  -3.8438  0.0839  -5.3342
C  1.6633  -6.3807  -1.6528
O  0.8018  5.0117  1.0274
H  0.1607  -6.2568  -0.1010
H  1.7652  1.0876  0.2057
H  1.0098  0.9040  4.2533
H  -3.8488  -6.3635  -1.8356
H  3.0019  2.8863  -3.6753
C  -0.3675  0.8940  -0.6197
C  2.8322  -0.1471  -5.8243
C  -0.9728  -1.4735  -2.9612
C  0.4172  5.3272  2.3629
O  -1.6959  -1.1393  0.5042
C  0.3264  -0.3455  -5.5622
C  -4.1047  -4.5665  -0.6460
H  0.4905  5.7272  0.4485
H  3.0557  2.3358  -1.9846
C  2.0494  -2.3790  -4.3396
C  -3.5061  -2.4393  4.3608
H  5.2554  1.2081  -2.4398
H  -2.5736  -1.4568  0.1397
H  0.5639  2.2853  1.0319
C  2.3089  6.2026  6.8949
O  1.9148  1.0085  3.9156
H  5.2496  4.1468  -3.3259
O  -2.2368  -2.3685  5.0050
C  2.6020  4.8857  7.5962
C  5.5554  3.3270  -2.6662
H  1.9620  4.0891  7.2018
N  1.4821  0.4065  -6.1294
H  -4.9953  2.6543  -7.5326
H  -2.6640  0.5475  -7.3952
H  -5.0220  -3.9444  3.9785
O  -0.6317  -2.3626  -4.1211
H  3.3631  -0.4875  6.5537
C  -1.0984  5.4168  2.4429
H  -2.6556  -2.6327  2.3750
H  0.2926  -7.8625  -0.8556
H  1.1855  -1.4945  4.5198
C  0.3295  -6.7852  -1.0454
H  -4.1252  -4.1727  5.4978
O  5.2848  1.7045  -4.4192
C  -4.7920  0.5663  -6.9769
H  3.4487  5.8088  5.3535
H  1.9192  -8.1777  -2.8424
H  1.2573  6.4719  7.0421
O  1.6777  -4.9714  -1.8646
H  -1.3155  1.5887  -0.4290
H  -0.5005  -6.5184  -1.7093
H  -5.7299  2.2346  -5.9676
H  3.0900  1.2502  6.2872
C  -3.3626  -1.9926  2.9145

Cartesian forces, eV/Å:
0.0004 -0.0001 -0.1172
0.2421 0.1727 0.2093
-0.0496 -0.1315 0.1150
0.0201 0.0162 -0.1259
-0.0499 0.2584 -0.0822
0.1283 -0.0253 -0.1860
-0.0136 -0.2515 -0.2935
0.0583 -0.1363 -0.0938
-2.4336 -1.5530 1.0592
-0.1949 -0.0463 0.1230
-0.2333 -0.1313 0.2825
-0.0761 -0.0252 0.3467
0.0647 0.0018 -0.1036
-0.0358 -0.0626 0.1427
0.1092 0.4242 0.0334
0.2630 -0.0508 0.0861
2.7877 -0.8487 0.3370
0.0831 0.0935 0.1030
-0.2266 -0.2759 0.1429
0.0949 -0.0959 0.2219
-0.0446 0.1264 -0.1032
-0.0664 0.2594 -0.0929
-0.3131 0.2692 0.1414
0.1970 0.0816 0.1861
0.0573 0.0262 -0.2569
0.3081 -0.1254 -0.1241
-0.0907 -0.1164 0.0851
-0.0919 0.0415 -0.0419
-2.6513 0.8444 -3.7081
-2.8366 0.9176 -0.5182
0.0527 -0.0449 -0.0978
5.3915 -6.7970 1.4905
0.0821 0.0352 0.1415
-0.4799 2.0721 -1.3270
0.1228 -0.0995 -0.0631
0.3044 1.2752 -1.8427
0.0807 -0.0129 -0.0104
0.0194 -0.0780 -0.1456
-4.7570 0.5438 0.1011
-0.0895 -0.0805 0.1251
-0.0390 0.1178 -0.0275
-0.0747 0.1568 0.0049
-0.0432 -0.1374 0.1018
-0.1535 -0.0887 -0.0056
0.1145 -0.2484 0.3315
-0.5861 -0.1892 0.3284
-0.0954 -0.1841 0.0045
-0.1482 -0.0454 0.0632
-0.2133 0.1539 -0.0773
-0.0868 -0.0587 0.1109
0.0924 -0.1098 -0.0924
-0.2995 0.2122 0.0263
0.1096 -0.2383 -0.2673
0.3159 -0.0833 0.2352
-0.1015 0.3586 0.0590
0.4481 0.6656 0.0451
-1.0921 -0.3508 2.2392
0.0047 -0.0142 -0.1508
0.0751 -0.0502 0.0897
-1.7723 1.2908 1.8308
-0.3792 0.6103 -0.1191
0.1378 -0.1352 0.3399
0.0901 0.0806 0.0990
2.6397 0.8188 -0.8046
-0.0227 0.1540 0.0620
0.1069 0.0545 0.1058
0.3070 -0.1016 -0.1288
-0.0590 -0.0619 0.1451
-0.3053 -0.1378 -0.1077
-0.5089 -0.1097 -0.4257
0.0770 -0.1546 -0.3207
0.0914 -0.1008 -0.1051
-2.0189 0.0049 1.0168
0.3828 0.0018 -0.1266
-0.0187 0.1053 -0.0480
0.1009 0.0416 0.0975
0.2579 -0.0975 -0.0805
-0.5837 -1.4635 0.8087
-3.1861 4.6251 -0.1036
-0.2349 0.6281 -0.1308
1.0453 0.4346 -3.7780
3.6979 -2.0141 1.1372
-0.4829 -0.1717 -0.3659
0.1244 -0.2963 0.3046
-0.0089 0.0179 -0.1068
-0.4397 5.1091 -3.1632
0.1986 -0.4255 -0.5377
0.0404 0.0062 -0.2740
1.3908 -0.0588 0.4985
0.1888 -2.3304 -0.9930
0.6940 -0.1809 0.0982
-0.0536 0.1863 -0.1074
-0.1307 -0.0882 0.0762
0.2516 0.0392 0.2088
-0.2586 -0.2614 0.1072
0.3322 0.0270 0.1924
0.0300 0.1519 0.0740
0.5131 -4.8660 3.2912
0.0343 -0.0165 0.1085
-0.1094 0.1359 -0.0181
0.0992 -0.0364 0.0319
1.6971 3.3821 2.9150
-0.0899 0.0738 -0.0031
-0.2282 -0.2671 0.0959
-0.1223 -0.0158 0.0912
-0.0385 0.1094 -0.0290
0.0982 0.0611 0.1211
-0.0873 -0.0347 0.3607
-0.0447 0.0885 -0.1327
0.1683 -0.1506 -0.3534
0.5892 0.2765 0.2321
-0.4042 0.0841 0.0928
-0.0134 0.1090 -0.0658
0.1085 -0.0448 -0.2398
0.1153 0.3280 -0.1034
1.8947 -1.7480 -0.6475
0.1139 -0.0893 -0.0730
0.0782 -0.0588 -0.1512
0.0245 -0.1498 -0.0717
-0.0783 0.2948 0.0145

As for the SMILES: CCB(O)OC(=O)Oc1cccnc1.CC(C)O.CC(C)O.CC(C)O.CC(C)O.CC(C)O.CC(C)O.CC(C)O.CC(C)O. The calculation puts the energy above the lowest of the compared OMol25 structures with the same formula, charge and spin at 455.4 kJ/mol. The LUMO energy is -0.334 eV. Its multiplicity is 1.

Atom charges from the Löwdin analysis, given in e for atoms 1 to 99: 0.080 -0.065 -0.061 0.082 0.139 0.068 -0.064 0.083 0.105 0.079 -0.068 -0.059 0.080 0.085 -0.063 0.140 0.117 0.058 -0.062 0.138 0.080 0.141 0.090 -0.074 0.139 -0.065 0.081 0.080 0.113 0.104 0.080 0.006 0.079 0.087 0.084 0.069 0.082 0.081 -0.018 0.080 0.083 0.082 0.081 0.080 0.090 -0.500 0.081 0.079 0.139 0.073 0.072 -0.067 -0.062 0.102 -0.067 -0.126 0.107 -0.071 0.081 -0.361 -0.499 0.074 0.076 -0.120 0.081 0.080 -0.060 0.082 0.078 -0.497 -0.070 0.081 0.080 0.093 0.082 0.087 -0.140 -0.128 -0.230 -0.501 0.027 -0.013 -0.497 0.091 0.076 0.078 -0.500 0.140 0.093 0.078 -0.499 -0.069 0.081 -0.064 -0.066 -0.066 0.078 -0.008 0.079

[2]
The following is a DFT calculation (ωB97M-V with the def2-TZVPD basis set) of a 9-piece molecular cluster, C32H74Cl16NO5P2Si overall.

CARTESIAN COORDINATES (ANGSTROEM)
H  1.0790  0.0945  4.9250
H  -0.3128  3.1474  -4.2354
O  0.6228  0.9631  -2.0793
C  -5.9455  -1.1891  5.6350
H  -3.0263  -2.9759  4.3971
C  -0.9131  3.1619  -3.3467
H  4.4744  2.7566  2.7095
H  5.5546  -1.4029  -2.4091
H  0.0663  0.4003  3.5434
C  3.5448  4.6467  2.3807
C  -6.5091  -4.5391  0.5978
H  1.8510  4.2619  -1.2531
C  -1.8141  -1.5459  3.4661
H  5.3138  -0.7874  -0.8128
Si  0.1948  2.5601  -1.9279
C  3.5051  -1.0791  -2.0233
H  2.0008  3.9780  -3.0157
H  -4.9476  -0.8572  5.9098
H  -3.7810  -2.2837  2.9959
C  -0.7327  -8.1202  4.0301
C  1.8269  3.5340  -2.0443
C  4.1976  3.3895  1.8679
C  4.3561  7.8456  -5.9858
H  -6.5637  -1.1898  6.5309
H  -4.6072  -8.0227  4.6783
H  3.5318  4.7726  -5.6881
H  -0.2901  4.0191  0.0352
H  -6.2593  -6.4504  -0.3100
H  3.0430  8.8071  -7.3594
H  1.9065  -4.2151  0.4154
H  -1.2262  4.1623  -3.1013
H  2.8491  -0.2300  -2.0901
H  2.9352  3.8017  -7.8276
H  3.0148  0.0177  0.4515
H  -0.7952  -0.4072  6.3028
Cl  3.0655  11.3516  -5.6269
H  0.9047  11.2429  -4.6896
C  -0.1775  0.0440  -1.3629
H  1.8767  12.5375  -3.9913
H  -7.4958  -0.6721  4.2224
H  2.5364  3.3511  -5.3739
Cl  5.6384  6.6029  -5.9396
H  2.4439  -1.6808  -3.8096
H  1.5771  10.8329  -2.2894
H  -6.1308  -7.6572  3.8776
H  -4.8660  -9.5827  2.8274
Cl  3.1177  2.4161  0.8356
H  -2.3621  -0.6208  3.3196
H  -4.9948  -5.2953  -0.7373
C  -5.0507  -7.6652  3.7552
C  -2.2955  -3.5734  1.3285
C  2.1636  4.3218  -7.2637
Cl  -6.0363  -2.8333  0.3871
Cl  -1.5210  -5.9069  5.4091
C  -2.8413  -2.6729  3.3788
Cl  1.4249  5.3602  -4.8459
P  2.9001  -2.1091  1.9910
O  -2.3776  -3.8013  2.6997
H  -0.9526  -7.5601  3.1251
Cl  -4.4958  -5.9928  3.5335
Cl  -2.1692  -9.1030  4.4391
O  -1.1418  -1.5702  4.6888
N  2.1462  -1.8692  3.3766
H  -3.5730  -8.4688  2.4155
C  1.8853  11.4933  -4.2963
H  3.4492  -3.4254  1.9929
Cl  -6.9323  -5.0331  -2.0615
C  0.1206  0.4651  4.6155
H  1.1875  -1.6082  3.2030
Cl  -5.8257  -2.8665  5.0661
H  -6.0471  -4.8843  1.5196
Cl  5.1652  8.9738  -8.3422
H  5.0942  3.6150  1.2962
H  0.0668  1.5154  4.8789
Cl  0.6336  3.4567  -7.5533
H  -3.1914  -3.9568  0.8422
H  2.5972  4.4292  2.8647
H  0.4863  -1.4081  1.0001
Cl  3.2420  5.8384  1.0899
H  -7.5883  -4.5740  0.7190
H  2.9037  -3.0885  -1.5135
C  -0.5819  3.0324  -0.2765
H  -1.7496  2.4912  -3.4575
H  -1.2651  -4.2071  -0.3610
H  0.8215  -1.6041  -2.3237
H  0.6131  -6.7235  4.9151
O  0.0803  -3.7453  1.1661
C  0.4244  -1.3433  -1.3505
C  -6.5449  -0.2932  4.5858
H  5.1958  0.2719  -2.2674
H  3.5205  7.4602  -5.4078
H  4.0338  -1.2258  2.0133
H  -0.2147  -7.7479  6.0876
C  3.4503  -1.7362  -3.4321
C  2.5360  4.3496  -5.8057
C  2.2456  10.6225  -3.1216
H  3.6255  7.2391  -7.9186
H  -0.3731  0.3059  -0.3296
H  0.7361  -3.9142  -0.8292
O  2.0822  -0.0276  0.2929
H  -2.2664  -2.5212  1.0846
H  -1.6550  2.9214  -0.3259
C  4.9797  -0.6902  -1.8323
H  2.0624  5.3259  -7.6665
Cl  -5.5004  -8.1229  1.0985
H  4.0727  -1.1570  -4.1031
H  3.9362  -2.3339  -0.3465
C  3.9057  8.1453  -7.3889
H  3.8056  -2.7500  -3.3846
C  3.0869  -2.1529  -1.0013
H  2.6067  2.8239  -1.8122
H  3.2655  10.8004  -2.7932
C  -1.0254  -0.3032  5.2544
H  -0.2544  2.3503  0.4946
H  4.7319  8.7350  -5.4909
H  -6.7086  0.7015  4.9962
C  -1.1190  -4.2798  0.7069
H  -0.4252  -1.9981  -1.1850
H  0.0724  -8.8190  3.8136
H  -1.1458  -0.0464  -1.8577
C  -6.0584  -5.4060  -0.5471
H  -1.1709  -5.3043  1.0696
H  -1.1226  -1.6372  2.6395
C  -4.6318  -8.5430  2.6069
Cl  -5.4431  -0.1303  3.1967
H  4.1985  5.1290  3.1052
C  1.0654  -3.5810  0.1508
H  -1.9458  0.2691  5.1898
Cl  2.0803  8.8915  -3.4969
P  1.5958  -1.7093  0.1269
C  -0.3335  -7.2042  5.1544

Cartesian forces, eV/Å:
0.4315 -0.4060 0.0425
0.1302 0.1122 -0.6285
-0.3709 0.7601 0.3615
-0.0150 0.0135 0.1778
-0.1441 -0.2454 0.4013
0.6011 -0.9132 1.1105
-0.0403 0.0233 0.0654
0.4336 -0.3160 -0.0333
0.0325 -0.0126 -0.5660
0.0614 -0.0709 0.2006
-0.0115 -0.0498 0.0973
0.0710 0.6085 0.1712
-0.6310 -0.4643 -0.7327
0.1120 0.4295 0.5023
1.0149 1.1229 -0.2775
0.8002 -1.5727 -1.0552
0.0770 0.0366 0.1723
0.0702 -0.0146 -0.0673
-0.1975 -0.1907 -0.4648
0.2470 0.0640 -0.1539
-0.6701 -0.9606 -0.0965
-0.0121 -0.1312 -0.1763
-0.0672 -0.0254 0.0579
-0.0825 -0.0087 -0.0233
0.0969 -0.0462 0.0129
0.0172 0.0333 -0.0424
-0.0218 0.5691 -0.0460
-0.0918 0.3810 -0.1912
0.0078 0.0565 0.0686
0.3943 -0.1494 0.0574
-0.2729 0.4693 -0.1101
-0.2720 0.4345 0.5687
0.0310 -0.0544 0.0355
0.7536 0.0585 0.0714
-0.0501 -0.3507 0.5231
0.0031 -0.0149 -0.0403
0.0022 -0.0890 -0.0600
-0.1677 -1.2607 -0.5769
0.0637 0.0238 0.0249
0.0224 -0.1137 -0.0542
-0.1052 -0.0174 0.0289
0.0616 -0.0040 -0.0310
-0.4934 -0.3474 -0.2775
-0.0711 0.0139 -0.0208
-0.0527 0.0274 -0.1015
-0.0488 -0.0161 -0.0012
0.2590 0.4355 0.4276
-0.0233 0.5331 0.1764
0.0253 0.0638 -0.0400
-0.2108 0.1097 0.0784
-0.1504 -0.3637 -0.7208
0.0881 -0.0265 -0.0575
-0.0430 0.0493 -0.0086
0.0263 -0.0721 0.0960
0.4773 0.4624 0.8100
-0.0630 0.4190 -0.4365
-1.1982 0.5314 1.5027
0.1008 -0.2549 0.1291
-0.1320 0.0585 0.0227
-0.0030 0.0729 -0.0967
0.2905 -0.2061 0.2472
-0.4112 -0.3719 0.6004
0.4476 -0.1245 0.1811
0.0705 0.1433 -0.1801
-0.0658 0.1035 0.0517
0.5841 0.2107 -0.2514
0.0022 0.0310 -0.0485
-0.4478 0.4542 0.2214
-0.3073 -0.0660 -0.0319
-0.1282 -0.1873 0.0753
0.1042 -0.0443 0.0006
0.0213 0.0033 -0.0397
0.0063 0.0654 -0.0345
-0.0549 0.3779 0.1240
-0.0464 0.0277 -0.0163
-0.4426 -0.1892 -0.1642
-0.0837 -0.0243 -0.0833
0.1678 -0.0382 0.3742
-0.0433 0.0420 -0.0766
-0.0441 0.0494 -0.0734
-0.2809 -0.3176 -0.0777
0.0590 -1.0131 -0.4308
-0.5267 -0.0771 -0.1592
0.2644 -0.1702 -0.5345
0.1812 0.0121 -0.3094
0.0064 0.0175 -0.1147
0.0310 0.1327 -0.7556
0.1157 0.2252 0.6055
0.0071 0.1349 -0.0110
0.1513 0.5768 0.1058
-0.0451 -0.0562 -0.0298
0.3702 -0.5786 -0.4478
-0.0629 -0.0495 0.0286
-0.1536 1.1794 0.4910
0.1497 -0.0495 0.0982
-0.0018 0.0095 0.0912
0.0988 -0.0437 -0.0495
0.1367 0.5064 0.3346
-0.3422 0.0013 -0.2437
-0.9204 -0.5699 -0.2783
0.2123 0.5162 -0.0123
-0.4878 0.2298 0.0602
-0.5445 -0.2897 -0.2958
-0.0943 0.0378 0.0204
0.1192 -0.3020 0.2402
0.1908 0.0607 -0.4140
0.2507 -0.1887 0.1696
-0.1471 0.0065 0.0103
0.1653 -0.4732 -0.1394
-0.2690 1.0227 0.4375
0.3978 -0.2163 -0.0701
0.0659 -0.0285 -0.0523
1.1873 0.6095 0.0052
0.2785 -0.2526 0.3272
0.0741 0.0245 -0.0046
0.0840 0.0397 0.0150
-0.5464 0.0794 1.3384
-0.2258 -0.3817 0.1314
0.0048 -0.0537 0.0596
-0.3550 0.2675 -0.1586
-0.0716 -0.1131 0.0050
-0.1499 -0.6418 -0.3813
0.4249 -0.0278 -0.2911
-0.2515 -0.1501 0.0224
-0.1214 0.1756 -0.0730
0.0469 0.0182 -0.0144
0.5958 0.6597 0.7463
-0.5028 0.0624 -0.1863
-0.0329 -0.0321 0.0291
0.0014 -0.3716 -1.6298
0.0433 0.1745 0.1097

Its net charge is -1. The LUMO energy is 1.689 eV. Its multiplicity is 1.

Atom charges from the Löwdin analysis, given in e for atoms 1 to 99: 0.054 -0.020 -0.209 -0.654 0.092 -0.164 0.075 0.063 0.062 -0.661 -0.664 -0.014 -0.199 0.059 0.445 -0.438 -0.065 0.068 0.051 -0.613 -0.180 -0.628 -0.689 0.069 0.031 0.031 0.022 -0.033 0.053 0.057 0.022 0.094 0.075 -0.080 0.109 0.566 0.068 -0.336 0.071 0.066 0.078 0.557 0.058 0.073 0.069 0.071 0.712 0.105 0.065 -0.670 -0.221 -0.666 0.547 0.577 -0.234 0.603 0.588 -0.165 0.069 0.607 0.613 -0.123 -0.372 0.012 -0.652 -0.053 0.525 -0.078 -0.109 0.578 0.016 0.536 0.066 0.065 0.552 0.097 0.067 0.028 0.532 0.068 0.066 -0.149 0.019 0.115 0.072 0.080 -0.192 -0.244 -0.651 0.067 0.002 -0.050 0.064 -0.093 -0.625 -0.653 0.054 0.084 0.074